This record from OMol25 describes a cluster of 11 separate species, C39H102N2O13 in total at a distorted geometry. The level of theory is the ωB97M-V functional and the def2-TZVPD basis.

```
156
Properties=species:S:1:pos:R:3:forces:R:3:mulliken_charge:R:1
C 3.554 -2.164 -5.695 -1.37 0.80 0.07 -0.769
O 4.676 -2.818 -5.189 -0.12 -0.03 0.05 -0.366
C 4.828 -2.776 -3.793 0.42 -0.01 0.81 -0.076
C 5.895 -3.787 -3.383 0.26 0.44 0.13 -0.938
N 5.549 -5.200 -3.554 -0.19 1.02 -0.17 -0.122
C 6.388 -6.106 -2.786 -0.97 -1.24 -0.47 -1.061
C 7.885 -6.039 -3.021 0.50 0.71 1.06 -0.318
O 8.428 -7.310 -2.769 -0.11 -0.32 -0.17 -0.326
C 9.806 -7.404 -3.062 -0.23 -0.16 0.81 -0.732
H 2.604 -2.342 -5.161 0.29 -0.84 0.20 0.119
H 3.392 -2.471 -6.724 0.21 0.02 -0.08 0.402
H 3.533 -1.064 -5.638 0.98 0.03 -0.19 0.330
H 3.878 -2.896 -3.256 -0.11 -0.51 -0.25 -0.034
H 5.195 -1.812 -3.412 0.05 0.24 -0.50 0.378
H 6.181 -3.568 -2.350 -0.33 -0.27 0.16 0.518
H 6.802 -3.520 -3.945 -0.06 -0.03 -0.14 0.317
H 5.632 -5.360 -4.554 -0.02 -0.46 0.10 0.302
H 6.061 -7.129 -3.010 0.18 0.07 -0.53 0.375
H 6.062 -6.089 -1.742 0.57 0.70 0.18 0.386
H 8.322 -5.319 -2.308 0.10 -0.02 0.02 0.320
H 8.186 -5.630 -3.994 -0.40 -0.37 -0.35 0.344
H 9.960 -7.415 -4.142 0.30 0.28 0.00 0.286
H 10.175 -8.331 -2.622 -0.19 -0.17 -0.25 0.262
H 10.348 -6.624 -2.513 0.13 0.27 -0.52 0.309
C 0.779 -1.024 -3.161 0.65 -0.16 0.32 -0.733
O 0.423 -0.594 -1.859 -0.23 0.26 -0.19 -0.311
C -0.886 -0.993 -1.526 -1.60 -0.56 -0.14 -0.878
C -1.202 -0.696 -0.074 1.01 0.66 0.28 -1.124
N -1.221 0.754 0.152 -0.47 -0.01 0.00 0.847
C -1.719 1.061 1.492 -0.41 -0.90 0.15 -1.003
C -1.581 2.526 1.861 0.74 -0.48 0.38 -1.045
O -2.135 3.489 1.000 0.46 0.49 -0.24 -0.201
C -3.424 3.289 0.479 -0.19 -1.27 0.20 -0.173
H 0.825 -2.114 -3.102 -0.11 -0.05 -0.62 -0.117
H 1.772 -0.639 -3.398 0.08 -0.02 0.27 0.397
H 0.130 -0.652 -3.956 -0.41 -0.15 0.21 0.403
H -1.047 -2.058 -1.749 0.41 -0.16 0.24 0.553
H -1.629 -0.511 -2.176 0.21 0.41 0.03 0.401
H -0.403 -1.168 0.519 -0.01 -0.09 0.17 0.201
H -2.126 -1.098 0.329 -0.17 -0.34 -0.57 0.676
H -0.248 1.048 0.144 -0.12 0.26 -0.12 -0.493
H -1.159 0.399 2.171 0.10 0.65 0.62 0.715
H -2.749 0.721 1.670 -0.10 0.01 -0.66 0.489
H -0.495 2.658 1.894 -0.03 0.61 -0.30 0.017
H -1.902 2.722 2.888 -0.28 -0.29 0.10 0.394
H -3.513 2.254 0.122 0.00 0.17 -0.37 0.118
H -3.569 3.977 -0.348 0.05 0.07 0.04 0.092
H -4.243 3.389 1.205 0.22 0.41 0.21 0.025
C 0.711 2.836 -1.352 -0.22 -0.05 -0.98 -0.385
C 2.070 2.218 -1.070 0.27 0.70 0.30 0.809
C 2.981 3.194 -0.328 0.67 -0.95 0.55 -1.434
O 1.892 1.046 -0.286 -0.26 -0.49 0.25 -0.453
H 0.661 3.794 -1.880 0.71 0.04 0.01 0.574
H 0.143 3.004 -0.440 -0.07 -0.28 0.05 -0.161
H 0.216 2.141 -2.037 -0.53 0.01 0.41 -0.050
H 2.573 1.897 -1.988 -0.05 0.31 -0.25 0.196
H 3.379 3.965 -0.984 -0.38 0.26 0.05 0.445
H 3.862 2.680 0.077 -0.03 -0.23 -0.32 0.407
H 2.523 3.582 0.585 -0.39 0.37 -0.32 -0.001
H 1.394 0.374 -0.819 0.56 0.68 0.28 0.545
C 1.097 -5.095 -3.477 -0.27 0.68 -0.25 -0.525
C 1.746 -6.050 -4.444 0.04 -0.65 -0.79 0.466
C 1.890 -5.476 -5.873 0.28 -0.58 0.82 -1.150
O 2.953 -6.564 -3.928 0.63 0.27 0.14 -0.597
H 0.895 -5.538 -2.505 -0.06 -0.09 -0.05 0.207
H 0.186 -4.677 -3.917 -0.20 -0.24 0.18 0.467
H 1.729 -4.211 -3.323 0.25 -0.20 0.04 -0.324
H 1.174 -6.972 -4.593 -0.46 0.24 0.36 0.301
H 2.390 -6.240 -6.469 0.14 0.13 -0.07 0.379
H 2.498 -4.574 -5.841 -0.13 0.12 -0.27 0.024
H 0.905 -5.329 -6.315 0.01 0.37 0.03 0.434
H 3.591 -5.856 -3.701 -0.15 -0.20 -0.14 0.381
C 0.057 -4.530 0.127 0.20 -0.89 0.63 -0.993
C -0.316 -4.638 1.585 -1.25 0.57 1.35 0.419
C 0.671 -3.997 2.556 0.50 -0.19 0.04 -1.352
O -1.599 -3.981 1.722 -0.08 0.40 -0.35 -0.526
H -0.747 -4.841 -0.537 -0.18 0.00 0.14 0.425
H 0.864 -5.262 0.018 0.29 0.49 -0.51 0.447
H 0.330 -3.502 -0.100 0.31 -0.07 -0.12 -0.024
H -0.511 -5.644 1.976 0.45 -0.31 -0.75 0.325
H 0.380 -4.175 3.595 -0.34 0.19 -0.07 0.444
H 0.773 -2.925 2.381 -0.06 0.01 -0.02 0.221
H 1.668 -4.448 2.519 -0.03 0.01 -0.39 0.362
H -1.821 -3.849 2.649 0.18 -0.12 0.03 0.279
C -4.837 -1.329 -0.823 -0.03 -0.64 0.49 -1.135
C -5.560 -0.409 -1.810 -0.85 -1.71 0.35 0.926
C -5.007 -0.527 -3.214 1.53 0.36 1.08 -1.029
O -6.908 -0.925 -1.864 -0.18 0.76 -0.27 -0.603
H -5.147 -1.077 0.197 0.32 0.27 0.04 0.394
H -3.752 -1.403 -0.875 0.01 0.54 -0.09 -0.158
H -5.177 -2.365 -0.910 -0.12 0.07 -0.52 0.487
H -5.500 0.593 -1.377 -0.32 0.27 -0.47 0.061
H -5.508 -0.021 -4.031 -0.35 0.02 0.20 0.353
H -4.802 -1.575 -3.430 -0.32 -0.03 -0.22 0.379
H -4.020 -0.067 -3.054 0.09 0.01 -0.70 0.036
H -7.300 -0.965 -0.986 0.15 0.09 0.07 0.332
C -4.340 3.755 4.521 -0.80 -0.23 -0.49 -0.535
C -5.793 3.747 4.021 0.02 -0.01 -0.61 0.706
C -6.243 2.396 3.511 -0.86 -0.67 0.16 -1.496
O -6.618 4.170 5.096 0.00 0.51 0.39 -0.571
H -4.414 3.507 5.577 0.47 0.12 0.08 0.425
H -3.896 4.730 4.329 0.16 -0.01 0.37 0.157
H -3.770 2.993 3.988 0.11 0.06 0.10 -0.136
H -5.917 4.473 3.203 0.12 -0.03 0.14 0.150
H -7.228 2.424 3.031 0.00 0.38 0.09 0.383
H -6.388 1.734 4.374 0.37 -0.16 -0.13 0.450
H -5.613 1.907 2.766 0.39 0.19 0.23 0.230
H -7.397 3.626 5.225 0.02 -0.18 -0.33 0.313
C -2.340 3.653 -3.497 -0.42 -0.61 -0.35 -0.739
C -3.702 3.625 -4.170 -0.67 -0.34 0.05 0.311
C -4.867 3.343 -3.215 1.00 -0.18 1.08 -0.862
O -3.890 4.856 -4.865 -0.19 -0.06 -0.12 -0.580
H -1.609 3.858 -4.278 0.20 0.22 0.21 0.344
H -2.099 2.683 -3.058 0.00 0.10 0.20 -0.040
H -2.342 4.423 -2.722 0.24 -0.01 0.02 0.283
H -3.774 2.840 -4.928 0.45 0.16 -0.20 0.308
H -4.686 2.467 -2.578 0.30 -0.22 -0.41 -0.048
H -5.817 3.143 -3.700 -0.10 0.61 -0.09 0.348
H -4.852 4.128 -2.450 -0.73 0.33 -0.32 0.317
H -3.676 5.573 -4.258 -0.06 -0.02 -0.02 0.362
C -0.343 6.965 1.088 -1.69 0.76 -0.55 -1.158
C -0.574 6.710 2.562 0.54 -1.43 -0.03 0.433
C 0.235 5.459 2.974 0.06 0.60 0.82 -0.952
O -0.127 7.801 3.355 0.07 0.06 0.10 -0.569
H -0.933 7.847 0.795 0.32 0.14 0.05 0.379
H -0.812 6.190 0.474 0.45 -0.35 0.15 0.096
H 0.691 7.146 0.810 0.12 -0.20 0.20 0.351
H -1.626 6.520 2.808 -0.04 0.04 -0.38 0.214
H 0.381 5.507 4.054 0.20 0.24 -0.05 0.403
H 1.201 5.485 2.469 0.12 -0.08 0.15 0.347
H -0.208 4.474 2.835 -0.37 0.37 -0.55 0.274
H -0.802 8.485 3.292 0.14 0.08 0.02 0.341
C 1.550 3.184 5.292 0.72 -1.59 -0.43 -1.128
C 2.168 2.109 4.413 0.04 0.07 -1.22 1.195
C 3.542 2.486 3.891 0.42 -0.85 0.59 -1.443
O 2.175 0.900 5.158 0.04 0.20 0.15 -0.564
H 1.568 4.089 4.701 -0.25 0.34 0.45 0.215
H 2.197 3.191 6.170 -0.29 0.55 0.17 0.430
H 0.559 2.806 5.546 -0.17 0.65 0.17 0.305
H 1.569 1.979 3.491 -0.27 -0.11 0.31 -0.369
H 4.012 1.605 3.438 -0.16 0.08 -0.25 0.446
H 4.203 2.725 4.731 -0.04 0.49 -0.17 0.345
H 3.476 3.258 3.127 0.15 0.21 0.19 0.277
H 2.740 0.243 4.741 -0.07 0.04 -0.10 0.322
C -2.005 0.961 7.214 0.32 -1.12 -0.46 -1.094
C -1.239 -0.184 6.528 -0.92 0.34 -1.21 0.239
C -1.529 -0.197 5.011 -0.05 -0.14 0.43 -0.665
O 0.154 -0.076 6.758 -0.81 -0.11 -0.06 -0.579
H -1.709 1.921 6.792 0.12 0.10 0.23 0.177
H -1.762 0.850 8.268 -0.28 0.55 0.13 0.351
H -3.067 0.811 7.010 -0.09 0.15 0.32 0.339
H -1.681 -1.133 6.847 0.72 -0.08 0.69 0.421
H -2.591 -0.396 4.844 -0.07 0.36 -0.04 0.460
H -1.013 -1.020 4.513 0.31 0.17 0.04 0.197
H -1.237 0.764 4.577 -0.08 -0.08 -0.21 -0.146
H 0.407 0.625 6.136 0.77 -0.38 0.30 0.249
```
Positions in Å, forces in eV/Å.

**LUMO energy**: 0.338 eV
**SMILES**: COCCNCCOC.COCCNCCOC.CC(C)O.CC(C)O.CC(C)O.CC(C)O.CC(C)O.CC(C)O.CC(C)O.CC(C)O.CC(C)O
**HOMO energy**: -9.1 eV
**Orbital gap**: 9.46 eV
**DFT total energy**: -71690.08580 eV

=====

This record from OMol25 describes a cluster of 5 separate species, C19H40NO9S4 in total at a distorted geometry. The level of theory is the ωB97M-V functional and the def2-TZVPD basis.

```
73
Properties=species:S:1:pos:R:3:forces:R:3:mulliken_charge:R:1
C 2.021 -3.202 1.017 1.94 1.60 -4.40 -1.262
C 1.645 -2.088 -0.047 3.95 -2.07 1.56 0.503
O 2.567 -1.751 -0.735 -1.93 0.94 -0.64 -0.403
N 0.305 -1.499 -0.106 0.47 -0.46 1.18 0.539
H -0.468 -2.104 0.030 -0.47 -1.58 1.40 0.446
H 0.286 -0.800 0.658 0.10 -0.26 0.42 0.549
C -0.051 -0.841 -1.302 1.89 -4.00 -4.53 -0.972
H 1.688 -2.973 1.909 -2.32 0.76 4.51 0.281
H 3.125 -3.319 1.111 -0.78 0.55 -0.61 0.275
H 1.663 -4.075 0.590 -1.01 -2.04 -0.27 0.504
H 0.691 -0.186 -1.407 2.27 3.44 -1.06 -0.030
H -0.967 -0.462 -1.154 -3.25 1.59 -0.13 0.659
H 0.066 -1.556 -2.271 -0.77 1.52 2.57 0.319
C -3.516 -1.386 4.384 4.54 5.64 -5.79 -1.022
C -4.563 -0.877 3.358 0.52 -0.58 4.38 -0.575
C -3.992 -1.128 2.135 0.21 -1.13 -7.41 -0.626
S -2.819 -2.484 2.239 -3.65 -1.85 2.05 1.092
O -1.558 -2.089 1.782 3.35 1.12 -1.92 -0.570
O -3.418 -3.724 1.845 0.00 -0.26 -1.08 -0.736
C -2.769 -2.587 4.016 0.19 6.00 -4.00 -1.027
H -3.825 -1.354 5.255 -3.48 -0.37 8.40 0.918
H -2.745 -0.539 4.453 -0.61 -0.77 -0.24 0.122
H -4.827 0.174 3.332 -0.62 -0.11 1.20 0.343
H -5.257 -1.638 3.552 -2.51 -0.14 -0.07 0.325
H -3.415 -0.324 1.698 0.20 0.42 0.06 0.411
H -4.859 -1.335 1.379 1.98 -0.09 0.78 0.293
H -1.812 -2.527 4.268 3.86 -0.51 1.56 0.459
H -3.345 -3.296 4.191 -4.09 -7.37 2.03 0.507
C -3.026 0.122 -7.063 -0.11 -3.32 -1.05 -0.548
C -1.827 0.974 -6.940 1.88 -0.65 -4.87 -0.655
C -1.548 1.368 -5.625 1.55 0.59 3.15 -0.475
S -2.247 0.052 -4.682 -0.64 3.45 3.70 1.220
O -3.375 0.727 -3.991 1.52 -1.50 -0.38 -0.751
O -1.190 -0.638 -3.989 0.09 -0.56 0.70 -0.643
C -2.909 -0.924 -5.873 -3.39 2.80 -0.95 -0.917
H -2.940 -0.520 -8.094 -1.24 2.07 2.38 0.285
H -3.858 0.738 -6.732 -0.83 -0.24 -1.19 0.348
H -1.925 1.960 -7.417 0.23 -0.83 -1.29 0.352
H -0.892 0.349 -7.269 -1.74 1.30 -0.28 0.262
H -2.071 2.294 -5.334 0.69 -0.39 0.28 0.427
H -0.439 1.327 -5.661 -0.70 0.85 1.54 0.178
H -3.837 -1.256 -5.396 -0.14 0.04 -0.63 0.376
H -2.299 -1.696 -5.950 2.83 -3.59 -1.16 0.528
C 1.881 1.313 5.348 5.60 1.83 1.61 -0.752
C 1.534 -0.123 5.468 4.76 2.48 -2.45 -0.920
C 2.285 -0.789 4.404 7.22 4.11 2.86 -1.033
S 2.333 0.181 2.975 -1.93 0.74 -2.67 1.239
O 1.129 -0.186 2.121 2.12 0.77 2.06 -0.770
O 3.593 0.177 2.273 -0.24 -0.12 0.53 -0.775
C 2.009 1.769 3.815 -1.38 0.30 0.53 -0.663
H 3.051 1.416 5.863 -2.99 -0.10 -1.65 0.210
H 1.323 1.846 6.100 -0.58 1.00 -0.63 0.468
H 0.630 -0.075 5.199 -7.62 -0.62 -2.08 0.331
H 1.549 -0.476 6.393 0.74 -1.72 3.94 0.695
H 1.939 -1.626 4.253 -3.88 -8.64 -2.40 0.648
H 3.412 -1.115 4.718 -2.28 1.46 -0.71 0.347
H 0.980 2.092 3.402 1.74 -0.26 0.55 0.328
H 2.843 2.509 3.556 -1.33 -1.14 0.53 0.371
C 3.762 1.826 -2.039 -3.75 -3.42 -0.20 -0.361
C 4.032 2.703 -0.826 -1.40 0.21 -6.05 -1.417
C 2.843 2.991 -0.151 -2.98 -3.27 2.24 0.298
S 1.619 3.076 -1.377 -0.38 2.68 -2.93 1.034
O 1.327 4.469 -1.641 -0.08 -0.34 0.17 -0.727
O 0.553 2.189 -1.045 -0.81 -1.02 0.24 -0.543
C 2.596 2.370 -2.842 -1.07 -0.38 2.69 -0.795
H 3.256 0.750 -1.887 2.00 1.82 1.00 -0.091
H 4.533 1.669 -2.711 2.03 -0.25 -0.81 0.605
H 4.567 3.484 -1.224 1.07 2.48 -0.53 0.449
H 4.617 2.171 -0.330 5.41 -4.18 4.95 0.681
H 2.954 3.886 0.379 -0.71 1.15 1.24 0.502
H 2.488 1.984 0.416 0.91 2.63 -0.56 -0.404
H 2.972 2.999 -3.587 -0.34 1.70 -0.97 0.421
H 1.922 1.596 -3.199 0.13 0.11 -0.38 0.314
```
Positions in Å, forces in eV/Å.

**LUMO energy**: -2.034 eV
**HOMO energy**: -12.1 eV
**Orbital gap**: 10.10 eV
**Net charge**: +1
**DFT total energy**: -83591.74439 eV

=====

This record from OMol25 describes the molecule C5H8 at a distorted geometry. The level of theory is the ωB97M-V functional and the def2-TZVPD basis.

```
13
Properties=species:S:1:pos:R:3:forces:R:3:mulliken_charge:R:1
C 0.429 -1.425 1.336 -0.30 1.27 0.15 -0.656
C -0.616 -0.780 0.724 -0.53 -3.69 4.01 -0.199
C -0.559 0.112 -0.358 0.11 1.38 -3.14 -0.049
C 0.048 1.571 -0.388 -1.45 -1.31 0.39 -0.421
C 0.622 0.502 -1.256 2.05 -1.39 -0.22 -0.561
H 1.559 -1.182 1.018 -2.76 -0.83 0.95 0.179
H 0.118 -2.003 2.275 1.20 0.59 -1.59 0.247
H -1.772 -1.136 1.128 3.43 1.33 -1.19 0.160
H -1.440 -0.103 -0.969 0.08 0.92 -0.08 0.337
H 0.594 1.712 0.574 -0.69 0.64 -1.00 0.294
H -0.728 2.250 -0.847 1.60 -0.18 0.88 0.255
H 0.404 0.509 -2.317 -0.42 0.23 0.04 0.218
H 1.720 0.069 -1.216 -2.31 1.05 0.81 0.197
```
Positions in Å, forces in eV/Å.

**LUMO energy**: 1.210 eV
**SMILES**: C=CC1CC1
**HOMO energy**: -8.8 eV
**Orbital gap**: 9.99 eV
**DFT total energy**: -5311.51962 eV

=====

So what do the calculations give for ΔE to the lowest compared entry with this formula, charge and spin? Going down the list: 28.4 61.2 61.0 kcal per mole.